DFT (wB97M-V/def2-TZVPD) results for C5H6N6 as an isolated structure.

The geometry in XYZ format:
```
17
Properties=species:S:1:pos:R:3:mulliken_charge:R:1
C 1.5746 -0.7494 -0.0879 0.40
C 0.3940 1.2239 -0.0044 0.21
C -0.8296 0.5862 -0.3387 0.15
C -2.8749 -0.5174 0.0247 -0.14
C -0.5992 -0.8428 -0.1420 0.37
H 3.1638 -1.9717 0.2493 0.13
H 3.3864 -0.0116 -0.0933 0.40
H 1.1004 3.1404 -0.4618 0.37
H -0.6135 2.6753 -0.1195 0.40
H -3.9586 -0.7150 -0.1373 0.36
H -1.8372 -2.5453 0.5446 0.35
N 2.8438 -1.1249 0.0381 -0.39
N 1.5832 0.6000 -0.1571 -0.51
N 0.3442 2.5345 0.4546 -0.64
N -2.3178 0.7355 -0.0615 -0.58
N -1.8746 -1.4802 0.1625 -0.18
N 0.5150 -1.5376 0.1297 -0.70
```

The HOMO energy comes out at -8.15 eV.

***

DFT (wB97M-V/def2-TZVPD) results for C48H38N4OP2PtSSe as an isolated structure.

The geometry in XYZ format:
```
96
Properties=species:S:1:pos:R:3:mulliken_charge:R:1
Pt 0.0391 -0.0806 0.0806 2.10
O -2.4974 -1.6457 1.7878 -0.24
C -3.3728 -0.7307 2.3094 -1.45
C -4.2260 -1.0073 3.3581 -0.12
C -5.0624 0.0045 3.8089 -0.65
C -5.0258 1.2647 3.2224 -1.01
C -4.1322 1.5308 2.1955 -0.60
C -3.2930 0.5203 1.7189 0.46
P -2.1272 0.7970 0.3353 1.89
C -1.9556 2.6019 0.4194 0.63
C -2.5591 3.4740 -0.4767 -0.30
C -2.4269 4.8485 -0.2996 -0.91
C -1.6966 5.3483 0.7676 -0.68
C -1.0838 4.4754 1.6623 -0.84
C -1.2108 3.1087 1.4862 -0.37
C -3.0802 0.4197 -1.1676 0.39
C -4.4428 0.7259 -1.2328 -0.70
C -5.1526 0.5242 -2.4057 -0.77
C -4.5145 0.0096 -3.5279 -0.79
C -3.1671 -0.3154 -3.4703 -1.00
C -2.4550 -0.1122 -2.2953 0.41
C -2.8881 -2.7329 1.0512 0.14
C -4.1552 -3.2747 0.9950 -1.12
C -4.3385 -4.4156 0.2211 -0.75
C -3.2822 -4.9955 -0.4681 -1.07
C -2.0262 -4.4080 -0.4301 -0.65
C -1.8290 -3.2492 0.3160 0.80
P -0.2522 -2.3652 0.4627 1.62
C 0.7513 -3.2173 -0.7859 0.81
C 1.8781 -3.9762 -0.4989 -1.13
C 2.5924 -4.5791 -1.5302 -0.86
C 2.1871 -4.4229 -2.8462 -0.72
C 1.0552 -3.6677 -3.1405 -0.88
C 0.3427 -3.0651 -2.1171 -0.76
C 0.3362 -2.7983 2.1173 0.99
C 0.5280 -1.8087 3.0811 -0.32
C 0.8955 -2.1539 4.3742 -0.89
C 1.0649 -3.4907 4.7101 -0.75
C 0.8598 -4.4825 3.7593 -0.86
C 0.4871 -4.1405 2.4686 -0.74
H -4.2276 -1.9853 3.8222 0.65
H -5.7402 -0.1915 4.6302 0.46
H -5.6845 2.0467 3.5774 0.47
H -4.0882 2.5251 1.7705 0.60
H -3.1291 3.0960 -1.3163 0.42
H -2.9000 5.5267 -0.9979 0.46
H -1.6038 6.4184 0.9056 0.43
H -0.5123 4.8640 2.4962 0.50
H -0.7344 2.4274 2.1860 0.47
H -4.9561 1.1108 -0.3601 0.47
H -6.2076 0.7652 -2.4439 0.47
H -5.0709 -0.1411 -4.4446 0.44
H -2.6715 -0.7342 -4.3374 0.52
H -1.4053 -0.3820 -2.2535 -0.02
H -4.9820 -2.8408 1.5397 0.64
H -5.3246 -4.8584 0.1657 0.46
H -3.4392 -5.8969 -1.0453 0.49
H -1.2107 -4.8468 -0.9880 0.55
H 2.2034 -4.1065 0.5268 0.52
H 3.4665 -5.1767 -1.3020 0.49
H 2.7496 -4.8915 -3.6434 0.46
H 0.7294 -3.5554 -4.1667 0.46
H -0.5584 -2.5043 -2.3457 0.63
H 0.3629 -0.7698 2.8189 0.41
H 1.0391 -1.3848 5.1232 0.50
H 1.3400 -3.7627 5.7214 0.44
H 0.9794 -5.5242 4.0275 0.47
H 0.3012 -4.9194 1.7376 0.53
N 6.8790 -2.0737 -0.4712 -0.31
C 5.9317 -2.0781 -1.4156 0.13
S 6.1459 -2.7216 -2.8940 -0.31
C 4.5997 -1.4861 -1.0106 1.22
C 4.2332 -1.3188 0.3132 -1.18
C 2.9606 -0.8743 0.6278 -0.46
N 2.0598 -0.5662 -0.3082 0.28
C 2.4306 -0.6775 -1.5954 -0.39
C 3.6729 -1.1380 -1.9757 -0.82
H 7.7772 -2.4654 -0.7067 0.24
H 6.8080 -1.5392 0.3771 0.17
H 4.8956 -1.5786 1.1289 0.40
H 2.6518 -0.7651 1.6573 0.41
H 1.6998 -0.3927 -2.3381 0.27
H 3.9226 -1.2425 -3.0233 0.48
Se 0.1665 2.3571 -2.3465 0.41
N 0.5933 1.8254 -0.6786 -0.34
C 1.6266 2.5565 -0.2767 1.16
C 2.2395 2.5032 1.0126 -0.21
C 3.2834 3.3281 1.2573 -0.93
C 3.7900 4.2497 0.2690 -0.69
C 3.2206 4.3581 -0.9477 -0.75
C 2.1022 3.5105 -1.2547 0.38
N 1.4561 3.5301 -2.4027 -0.75
H 1.8497 1.8339 1.7685 0.39
H 3.7507 3.3126 2.2346 0.51
H 4.6365 4.8749 0.5223 0.46
H 3.5740 5.0611 -1.6909 0.53
```

Its charge is +2. The HOMO energy comes out at -12.93 eV.

***

DFT (wB97M-V/def2-TZVPD) results for a 2-piece molecular cluster, C4H9NO overall.

The geometry in XYZ format:
```
15
Properties=species:S:1:pos:R:3:mulliken_charge:R:1
C 3.3736 0.4129 -0.0401 -0.65
C 2.0577 0.4181 -0.4747 0.04
O 1.5904 -0.5560 -1.4007 -0.50
H 3.4951 0.9338 0.9977 0.20
H 4.2996 0.2819 -0.7196 0.24
H 1.3337 0.8422 0.1004 0.31
H 0.6435 -0.5481 -1.4888 0.34
C -2.4878 0.2213 -0.7720 -0.25
N -1.5836 -0.5784 -0.2688 -0.29
C -1.7153 -0.6528 1.1858 -0.88
H -2.4121 0.6167 -1.8026 0.26
H -3.4220 0.6291 -0.2003 0.24
H -0.6971 -0.8560 1.6101 0.28
H -2.0206 0.2671 1.6984 0.35
H -2.4550 -1.4319 1.5750 0.31
```

The structure (SMILES) is C=CO.C=NC. The HOMO energy comes out at -8.59 eV.

***

DFT (wB97M-V/def2-TZVPD) results for a 8-piece molecular cluster, C22H60O8 overall.

The geometry in XYZ format:
```
90
Properties=species:S:1:pos:R:3:mulliken_charge:R:1
C -0.3539 -5.2227 0.9308 -1.43
C -0.5359 -3.9547 0.0838 1.09
C -0.6839 -4.3087 -1.3452 -1.69
O -1.4619 -3.1857 0.3958 -0.34
H -1.2589 -5.4547 1.4858 0.29
H 0.4641 -5.0827 1.6508 0.25
H -0.2189 -6.0507 0.2758 0.42
H 0.3761 -3.4787 -0.0022 -0.29
H -1.5879 -4.8627 -1.5242 0.55
H 0.1761 -4.8457 -1.7272 0.41
H -0.6669 -3.3277 -1.8932 0.30
H -2.2999 -3.6857 0.2668 0.44
C 0.8481 3.0183 -1.3082 -1.22
C -0.1089 4.0913 -0.8172 -0.22
C -1.3179 3.3993 -0.1902 0.45
O 0.3231 4.9143 0.0198 -0.56
H 1.3601 2.5833 -0.4872 0.15
H 1.6011 3.5543 -1.7922 0.62
H 0.3941 2.2083 -1.9632 -0.07
H -0.3889 4.7373 -1.5872 0.64
H -1.8999 2.9043 -0.9982 -0.42
H -1.9909 4.0483 0.3828 0.62
H -0.9499 2.6513 0.5168 -0.59
H -0.2139 5.6753 -0.1242 0.44
C -0.6039 0.5333 4.3398 -1.35
C -1.3869 1.7113 3.7198 0.14
C -0.4899 2.9343 3.4338 -1.02
O -2.0019 1.4783 2.6558 -0.51
H -1.2179 -0.3427 4.3358 0.42
H -0.3739 0.7823 5.3188 0.57
H 0.3071 0.2563 3.8508 0.13
H -2.1399 1.9723 4.4938 0.46
H 0.1721 3.1383 4.2848 0.45
H -1.1059 3.8213 3.0758 0.29
H 0.0631 2.7323 2.6108 0.17
H -2.7349 2.0913 2.4448 0.37
C -3.8049 0.8343 -0.2922 -0.37
C -4.5099 1.8813 -1.1332 0.44
C -4.2649 1.7863 -2.6952 -1.20
O -5.7269 1.8873 -0.8992 -0.53
H -4.2449 -0.1657 -0.4922 0.51
H -3.8989 0.9603 0.7728 0.19
H -2.7999 0.7243 -0.6292 -0.31
H -4.1259 2.8903 -0.8182 0.00
H -4.3769 0.7313 -2.9362 0.28
H -3.3119 2.1803 -2.9052 0.24
H -4.9339 2.4223 -3.2052 0.43
H -6.0589 1.0063 -1.1112 0.43
C 3.3581 0.8843 -0.7942 -0.88
C 4.4381 -0.1527 -0.4602 0.87
C 5.6311 0.1113 -1.3982 -1.73
O 4.8451 -0.1697 0.6808 -0.58
H 2.4561 0.6063 -0.2342 -0.34
H 3.1731 0.8913 -1.8382 0.44
H 3.6671 1.9183 -0.5542 0.53
H 4.0581 -1.1107 -0.7362 0.11
H 5.2231 0.2543 -2.4042 0.34
H 6.3041 -0.7437 -1.4732 0.42
H 6.1141 0.9673 -1.0172 0.44
H 4.1601 -0.3897 1.3168 0.33
C -1.3029 0.1603 -3.2452 -0.72
C -0.0229 -0.3877 -3.9042 -0.11
C 0.9661 -0.7387 -2.7922 -0.04
O -0.1139 -1.2907 -4.7432 -0.50
H -1.5729 -0.5447 -2.4312 0.05
H -2.1259 -0.0387 -3.9192 0.52
H -1.1979 1.1723 -2.9652 0.16
H 0.3781 0.4123 -4.5302 0.30
H 0.7361 -1.5967 -2.2312 -0.21
H 1.1001 0.0813 -2.0822 -0.47
H 1.9301 -0.8727 -3.2232 0.61
H -0.4899 -0.9697 -5.5642 0.43
C 0.8761 -2.4327 3.0508 -0.88
C 2.2801 -2.0017 2.7468 0.43
C 2.7881 -2.6577 1.4998 -1.21
O 2.5241 -0.8017 2.6868 -0.63
H 0.8221 -3.4527 3.3118 0.63
H 0.2891 -2.2597 2.1408 0.00
H 0.4701 -1.8787 3.9448 0.10
H 2.8101 -2.3787 3.6358 0.45
H 2.6761 -3.6957 1.5848 0.61
H 3.8371 -2.5737 1.3858 0.47
H 2.2111 -2.3267 0.6198 -0.14
H 1.8411 -0.3687 2.1148 0.21
C -0.0849 -0.2027 0.2398 0.63
O 0.1091 0.2273 1.5408 -0.01
H 0.7311 -0.8577 -0.1112 -0.65
H -0.2789 0.6003 -0.4642 -0.31
H -0.9999 -0.7587 0.3598 0.50
H -0.6439 0.7973 1.7888 -0.26
```

The structure (SMILES) is CC(C)O.CC(C)O.CC(C)O.CC(C)O.CC(C)O.CC(C)O.CC(C)O.CO. The HOMO energy comes out at -9.29 eV.

***

DFT (wB97M-V/def2-TZVPD) results for one molecule with the formula C9H11NS.

The geometry in XYZ format:
```
22
Properties=species:S:1:pos:R:3:mulliken_charge:R:1
C -0.9947 1.8987 -0.1628 0.06
C 2.5771 0.7474 0.1309 -0.47
C 2.0528 0.7425 1.3850 -0.24
C 1.8001 0.3043 -1.1022 -1.06
C 0.6524 -0.6346 -0.8299 -0.53
C 0.8421 0.0628 1.6898 -1.04
C -0.0411 -0.4008 0.5510 0.33
C -1.3010 0.6283 0.0560 0.22
C -3.1657 -1.2988 -0.2893 -0.80
N -0.7241 2.9074 -0.6572 -0.55
S -2.8910 0.3223 0.5311 -0.05
H 3.5269 1.1630 0.1133 0.43
H 2.7252 1.1090 2.1121 0.43
H 1.3271 1.1359 -1.5477 0.38
H 2.4853 -0.0913 -1.7197 0.51
H 0.0981 -0.7733 -1.7553 0.32
H 1.1906 -1.7290 -0.6325 0.30
H 0.3910 0.1650 2.5777 0.49
H -0.6702 -1.3393 0.6650 0.40
H -3.8078 -2.0077 0.4298 0.29
H -2.2871 -1.8554 -0.4156 0.30
H -3.7859 -1.0564 -1.1294 0.29
```

The HOMO energy (spin up / spin down) comes out at -7.70 / -8.06 eV.

***

DFT (wB97M-V/def2-TZVPD) results for a 4-piece molecular cluster, C5H16NO5 overall.

The geometry in XYZ format:
```
27
Properties=species:S:1:pos:R:3:mulliken_charge:R:1
C -0.2052 -1.7974 -1.7110 -1.20
N -0.9528 -1.4027 -0.5471 -0.32
C 2.0913 0.5394 0.4336 -0.96
C 1.4783 -0.8385 0.3019 -0.96
C -0.0464 -0.9433 0.5881 1.58
C -0.3611 -1.9067 1.7321 0.10
O -0.9889 -1.4299 2.7172 -0.77
O -0.2895 -3.1483 1.5330 -0.75
H 0.4674 -0.9983 -2.0075 0.38
H 0.3389 -2.7487 -1.7959 0.36
H -0.9029 -1.9545 -2.5663 0.30
H -1.5158 -2.1476 -0.1657 0.34
H 2.3677 0.8590 1.4496 0.33
H 3.0068 0.8794 -0.0922 0.33
H 1.3646 1.3442 0.2861 0.06
H 1.8397 -1.3390 1.2412 0.24
H 1.8540 -1.3620 -0.5756 0.63
H -0.3299 0.0552 0.9231 -0.66
H -2.0238 2.6790 1.1713 0.31
H -1.9593 1.2939 1.4515 0.30
O -1.3282 2.0237 1.3380 -0.62
H 0.5058 2.5735 -1.1855 0.26
H -0.1761 3.1228 0.1137 0.37
O 0.4816 3.3023 -0.5748 -0.66
H -1.6312 0.5900 -0.7848 0.39
H -1.1916 1.3902 -1.9646 0.28
O -1.8934 1.3645 -1.3095 -0.68
```

Its charge is -1. The HOMO energy comes out at -4.22 eV.

***

Number 1: DFT total energy -14219.0915 eV. Number 2: DFT total energy -156396.3067 eV. Number 3: DFT total energy -7828.3482 eV. Number 4: DFT total energy -40157.8278 eV. Number 5: DFT total energy -21831.5334 eV. Number 6: DFT total energy -17172.5029 eV.